Entry 1:
This record from the Open Molecules 2025 dataset describes a molecular structure, C20H24ClNO5P2Y in a non-equilibrium geometry. The level of theory is ωB97M-V with the def2-TZVPD basis set.

Computed properties:
- DFT total energy (hartree) = -2388.2469
- gap between HOMO and LUMO (alpha / beta) (eV) = 5.74 / 5.88
- multiplicity = 1
- charge = +1
- energy relative to the best compared isomer or geometry (same formula, charge and spin) (kJ/mol) = 75.4
- HOMO level (alpha / beta) (eV) = -9.83 / -9.75
- LUMO energy (alpha / beta) (eV) = -4.09 / -3.86

Cartesian coordinates (Å):
C: -1.31018 3.35511 -1.95814
C: -1.17865 2.06693 -1.46336
C: 0.11413 1.48999 -1.36835
C: 1.24540 2.26529 -1.72629
C: 1.08029 3.62078 -2.10203
C: -0.19799 4.14197 -2.25919
C: 2.50840 1.60098 -1.51873
C: 2.50924 0.20344 -1.92429
C: 1.33908 -0.51003 -1.52640
C: 1.40725 -1.92680 -1.46221
C: 2.59862 -2.56468 -1.76475
C: 3.74805 -1.85158 -2.11242
C: 3.70290 -0.47252 -2.23768
H: -2.32520 3.71604 -2.06242
H: 2.00784 4.20877 -2.21077
H: -0.33626 5.16789 -2.58817
H: 3.38642 2.22282 -1.76529
H: 2.61053 -3.64622 -1.62273
H: 4.67967 -2.37552 -2.26204
H: 4.56268 0.15295 -2.48534
N: 0.30124 0.17888 -0.91028
Y: -0.12508 0.00216 1.38238
C: -2.41942 1.29100 -1.05477
H: -2.34634 0.24129 -1.40454
H: -3.35337 1.78018 -1.37478
C: 0.23649 -2.75778 -0.95644
H: -0.68587 -2.35235 -1.40090
H: 0.34876 -3.82067 -1.24628
P: -2.63291 1.15937 0.77470
P: -0.01608 -2.60781 0.86333
C: 1.38937 -3.57051 1.51552
H: 1.47108 -3.30036 2.57923
H: 1.28498 -4.66197 1.43411
H: 2.31328 -3.27313 1.01336
C: -1.40347 -3.75801 1.16946
H: -1.20002 -4.81107 0.91859
H: -1.65543 -3.69661 2.23864
H: -2.27675 -3.42220 0.59154
C: -3.02219 2.86454 1.27000
H: -4.08316 3.09003 1.06816
H: -2.81340 2.96353 2.35059
H: -2.37804 3.56647 0.72082
C: -4.22928 0.31551 0.98932
H: -4.23154 -0.06036 2.02344
H: -5.06627 1.01097 0.82211
H: -4.28215 -0.52658 0.28569
C: 2.78995 1.28779 0.50865
O: 2.15269 0.33611 0.99265
H: 3.81918 1.81148 0.25595
O: 0.95675 -1.05552 4.63527
Cl: 0.01169 -0.03268 4.28311
O: -0.60897 0.65736 5.37753
O: 0.68477 0.94512 3.32934
O: -1.08271 -0.65981 3.37512

Entry 2:
This record from the Open Molecules 2025 dataset describes 2 unconnected molecules or ions with the total composition C5H13N in a non-equilibrium geometry. The level of theory is ωB97M-V with the def2-TZVPD basis set.

Computed properties:
- DFT total energy (hartree) = -252.6766
- gap between HOMO and LUMO (alpha / beta) (eV) = 9.00 / 4.13
- multiplicity = 2
- charge = +1
- energy relative to the best compared isomer or geometry (same formula, charge and spin) (kJ/mol) = 200.6
- HOMO level (alpha / beta) (eV) = -12.52 / -12.52
- LUMO energy (alpha / beta) (eV) = -3.52 / -8.39

Cartesian coordinates (Å):
C: 2.08434 1.13413 1.96139
C: 2.88133 0.71021 0.77069
C: 2.45256 -0.21036 -0.08457
H: 1.01642 1.33286 1.82799
H: 2.42900 2.05952 2.43765
H: 2.17012 0.43057 2.78924
H: 3.95890 0.71806 0.89953
H: 3.18139 -0.66422 -0.74363
H: 1.41353 -0.36468 -0.36669
C: -2.52824 0.36429 -1.75175
N: -2.44705 -0.23081 -0.44798
C: -1.88203 -1.57173 -0.30693
H: -1.50591 0.49419 -2.13050
H: -2.93716 1.36814 -1.70095
H: -3.10725 -0.27089 -2.41791
H: -1.95723 0.37409 0.22223
H: -0.81731 -1.43496 -0.51045
H: -2.12557 -2.02513 0.64530
H: -2.27984 -2.21329 -1.09265